This record from the Open Molecules 2025 dataset describes a gas-phase ion, C3H8N3O (charge +1). The level of theory is ωB97M-V/def2-TZVPD.

Summary:
Lowest unoccupied orbital energy   -3.4910 eV
Charge   +1
ΔE to the lowest compared entry with this formula, charge and spin   177.1 kJ/mol
SMILES   N/C=N/[C@H]([NH3+])C=O
E_HOMO   -13.589 eV
E_tot   -358.3290 a.u.

```
15
Properties=species:S:1:pos:R:3:forces:R:3
C -0.7049 -0.3569 0.6027 -0.8 0.3 -0.6
C -1.4290 1.0045 0.4519 2.2 0.4 -0.9
C 1.5830 0.4972 0.3365 -1.5 -0.1 -1.3
N 0.5423 -0.2227 -0.0406 1.9 0.1 0.5
N 2.7240 0.4110 -0.4164 -0.2 -0.8 -0.9
N -1.4632 -1.3198 -0.4071 -2.3 1.2 1.7
O -2.3661 1.1677 -0.2567 -1.0 0.0 0.0
H -0.7401 -0.7058 1.6370 0.0 -0.5 -0.2
H -0.6958 1.8294 0.6910 -1.0 -0.2 0.5
H 1.4753 1.2503 1.1600 0.8 -0.7 -0.7
H 3.3734 1.2158 -0.5681 -1.0 -1.2 0.6
H 2.7367 -0.3756 -1.1671 -0.1 2.2 1.8
H -2.1656 -2.0112 -0.0837 1.3 -0.3 0.5
H -0.7281 -1.6303 -0.9887 0.9 -1.0 -1.0
H -2.1420 -0.7536 -0.9507 0.8 0.7 -0.1
```
Positions in Å, forces in eV/Å.